(1)
ORCA calculation (ωB97M-V/def2-TZVPD) on the molecule C2H3N3O at a distorted geometry.

The frontier orbital gap comes out at 0.388 hartree. Its electronic energy is -317.4464 a.u. As for the largest force on an atom: 2.39 eV/Å.

```
! wB97M-V def2-TZVPD RIJCOSX def2/J DEFGRID3
* xyz 0 1
O 1.6418 -0.9276 -0.6418
C 0.4499 -0.3942 -0.3487
N -0.7047 -0.6631 -0.8625
N -1.5943 0.2270 -0.2785
C -0.9462 0.9095 0.6092
N 0.4111 0.5476 0.6954
H 1.6867 -0.9763 -1.6047
H -1.3883 1.6810 1.2300
H 0.4439 -0.4038 1.2017
*
```

(2)
ORCA calculation (ωB97M-V/def2-TZVPD) on the molecule C4H11NO2 at a distorted geometry.

The frontier orbital gap comes out at 0.363 hartree. Its electronic energy is -364.1602 a.u. As for the largest force on an atom: 4.08 eV/Å.

```
! wB97M-V def2-TZVPD RIJCOSX def2/J DEFGRID3
* xyz 0 1
C 1.8089 -0.0770 -1.3817
N 1.1182 0.7617 -0.4442
C -0.0206 -0.0707 0.1278
C -0.0003 0.4183 1.5829
O -0.6922 -0.5063 2.5175
C -1.3225 0.1215 -0.6960
O -2.0898 -1.0994 -0.3945
H 2.7956 0.2948 -1.6155
H 1.3700 -0.0967 -2.4006
H 1.9061 -1.1430 -1.0671
H 0.6323 1.6471 -0.8496
H 0.2474 -1.0899 0.1322
H -0.8089 1.2049 1.6839
H 0.9508 0.6942 2.1460
H -0.2084 -1.3341 2.4316
H -1.2445 0.2880 -1.7829
H -1.9384 1.0137 -0.4503
H -2.5037 -1.0268 0.4606
*
```

> The highest largest force on an atom belongs to which entry?

C4H11NO2

> Number 1 is which compound?

C2H3N3O